(1)
Below is an isolated molecule of C5H10BrF3NP in a non-equilibrium geometry, with properties calculated with wB97M-V/def2-TZVPD.

Atoms and positions in Å:
C -1.307 0.161 1.591
C 0.993 0.091 -1.930
C -0.372 -0.683 0.824
C 0.824 0.882 -0.625
C 2.039 -0.665 3.024
N 0.929 0.013 0.561
F 2.839 -1.545 2.431
F 2.632 -0.174 4.194
F 0.931 -1.280 3.476
P 1.628 0.886 1.995
Br 3.613 1.308 1.270
H -1.600 1.175 1.091
H -2.429 -0.196 1.534
H -1.146 0.506 2.612
H 1.747 -0.687 -1.822
H 0.014 -0.412 -2.237
H 1.204 0.780 -2.761
H -0.179 -1.693 1.186
H -0.856 -0.911 -0.095
H 1.592 1.574 -0.685
H -0.068 1.528 -0.531

Cartesian forces (eV/Å) of the 6 atoms listed first:
C -5.010 2.477 -0.167
C -2.449 -0.472 -0.497
C 1.109 -0.316 -0.149
C -0.802 -0.934 -0.472
C 0.167 1.737 1.452
N -0.646 1.645 1.777

The value obtained for the LUMO energy (spin up / spin down) is 0.766 / -2.977 eV. Its charge is 0. As for the strongest force on any atom: 0.1087 Eh/bohr. Its HOMO energy (spin up / spin down) is -4.77 / -9.73 eV. Its spin multiplicity is 3. For the gap between HOMO and LUMO (spin up / spin down), the calculation gives 5.53 / 6.76 eV.

From a Löwdin analysis of the wavefunction, the atomic charges in e read: number 1, C, carries -0.164; number 2, C, carries -0.074; number 3, C, carries -0.296; number 4, C, carries -0.334; number 5, C, carries -0.786; number 6, N, carries -0.257; number 7, F, carries 0.087; number 8, F, carries 0.006; number 9, F, carries 0.072; number 10, P, carries 0.605; number 11, Br, carries 0.286; number 12, H, carries 0.098; number 13, H, carries 0.112; number 14, H, carries 0.046; number 15, H, carries 0.078; number 16, H, carries 0.086; number 17, H, carries 0.077; number 18, H, carries 0.117; number 19, H, carries 0.094; number 20, H, carries 0.029; number 21, H, carries 0.119

***

(2)
Below is a cluster of 2 separate species, C5H10BrN2O2 in total in a non-equilibrium geometry, with properties calculated with wB97M-V/def2-TZVPD.

Atoms and positions in Å:
C 1.671 2.091 -0.323
C -0.194 0.758 0.527
C -1.655 1.070 0.595
C -0.551 -2.318 -0.005
C -0.344 -1.595 1.324
N 0.714 1.669 0.271
N 2.466 1.122 -1.968
O -1.786 -1.721 -0.421
O 0.341 -0.390 0.950
Br 4.141 1.695 -2.195
H 2.242 2.954 -0.047
H -1.721 2.120 0.274
H -1.968 0.968 1.632
H -2.326 0.591 -0.059
H -0.368 -3.416 0.287
H 0.183 -2.031 -0.789
H 0.498 -1.996 1.941
H -1.262 -1.271 1.868
H 1.856 1.634 -2.510
H -1.938 -1.933 -1.351

Cartesian forces (eV/Å) of the 6 atoms listed first:
C 2.278 -1.163 -3.338
C 0.654 -2.758 0.934
C 1.175 2.130 -0.026
C 0.229 -0.186 1.075
C 1.352 0.547 0.086
N -1.891 -0.787 0.692

The value obtained for the LUMO energy (spin up / spin down) is -5.224 / -5.225 eV. Its charge is +1. As for the strongest force on any atom: 0.0991 Eh/bohr. Its HOMO energy (spin up / spin down) is -12.89 / -12.88 eV. The energy above the lowest of the compared OMol25 structures with the same formula, charge and spin is 62.8 kcal per mole. For the gap between HOMO and LUMO (spin up / spin down), the calculation gives 7.66 / 7.66 eV.

From a Löwdin analysis of the wavefunction, the atomic charges in e read: number 1, C, carries 0.088; number 2, C, carries -0.236; number 3, C, carries 0.055; number 4, C, carries -0.189; number 5, C, carries -0.094; number 6, N, carries 0.166; number 7, N, carries -0.493; number 8, O, carries -0.065; number 9, O, carries 0.016; number 10, Br, carries 0.690; number 11, H, carries 0.104; number 12, H, carries 0.112; number 13, H, carries 0.120; number 14, H, carries 0.080; number 15, H, carries 0.154; number 16, H, carries 0.139; number 17, H, carries 0.159; number 18, H, carries 0.151; number 19, H, carries -0.065; number 20, H, carries 0.110

***

(3)
Below is a structure of composition C5H10Cl2INO4S in a non-equilibrium geometry, with properties calculated with wB97M-V/def2-TZVPD.

Atoms and positions in Å:
N 2.299 -0.050 -0.568
C 2.027 0.342 -1.932
C 0.940 1.414 -2.201
O -0.334 0.806 -2.554
S -1.082 0.579 -1.143
O -2.442 0.903 -1.169
O -0.863 -0.781 -0.815
O -0.265 1.633 -0.254
C 0.552 2.386 -1.161
I 2.175 3.492 -0.347
H 1.483 -0.382 -0.075
H 2.803 0.647 -0.043
H 2.940 0.709 -2.375
H 1.680 -0.547 -2.442
H 1.260 1.928 -3.099
H -0.075 3.155 -1.580
Cl -1.359 -3.929 1.859
C -1.810 -2.692 3.058
C -1.665 -1.294 2.517
Cl 0.039 -0.851 2.252
H -1.192 -2.841 3.940
H -2.849 -2.871 3.327
H -2.072 -0.581 3.232
H -2.188 -1.175 1.572

Cartesian forces (eV/Å) of the 6 atoms listed first:
N 0.165 -0.095 -0.170
C -0.565 0.143 1.069
C 1.077 -0.542 -1.704
O -0.425 0.759 1.354
S -0.243 -2.272 -0.775
O -1.389 1.781 -0.423

The value obtained for the LUMO energy is -0.218 eV. Its charge is 0. As for the strongest force on any atom: 0.0469 Eh/bohr. Its HOMO energy is -9.36 eV. For the gap between HOMO and LUMO, the calculation gives 9.14 eV.

From a Löwdin analysis of the wavefunction, the atomic charges in e read: number 1, N, carries 0.018; number 2, C, carries -0.221; number 3, C, carries -0.383; number 4, O, carries -0.144; number 5, S, carries 0.565; number 6, O, carries -0.197; number 7, O, carries -0.243; number 8, O, carries -0.227; number 9, C, carries -0.746; number 10, I, carries 0.976; number 11, H, carries 0.013; number 12, H, carries 0.017; number 13, H, carries 0.112; number 14, H, carries 0.124; number 15, H, carries 0.148; number 16, H, carries 0.087; number 17, Cl, carries 0.547; number 18, C, carries -0.664; number 19, C, carries -0.645; number 20, Cl, carries 0.588; number 21, H, carries 0.066; number 22, H, carries 0.072; number 23, H, carries 0.075; number 24, H, carries 0.061

***

(4)
Below is the ion C5H10Cl2N with charge +1 in a non-equilibrium geometry, with properties calculated with wB97M-V/def2-TZVPD.

Atoms and positions in Å:
C -1.143 -0.061 1.321
C -0.013 -0.137 0.282
C -2.195 0.244 0.379
C 2.184 0.838 -0.151
C 0.675 0.825 -0.599
N -0.068 -1.424 -0.454
Cl -3.033 -1.104 -0.292
Cl -2.559 1.791 -0.199
H -1.128 -1.121 1.804
H -0.853 0.605 2.013
H 2.089 0.309 0.855
H 2.495 1.814 -0.107
H 2.750 0.304 -0.777
H 0.758 0.617 -1.600
H 0.175 1.906 -0.515
H -0.171 -1.299 -1.453
H -0.772 -2.087 -0.152
H 0.809 -2.017 -0.353

Cartesian forces (eV/Å) of the 6 atoms listed first:
C 1.413 -3.820 -1.074
C -2.071 -0.768 -1.545
C 0.333 -0.594 -0.540
C -4.133 -0.627 3.657
C 0.013 3.769 3.008
N 1.846 -2.044 0.354

The value obtained for the LUMO energy (spin up / spin down) is -4.330 / -4.173 eV. Its charge is +1. As for the strongest force on any atom: 0.1080 Eh/bohr. Its HOMO energy (spin up / spin down) is -12.12 / -12.62 eV. The energy above the lowest of the compared OMol25 structures with the same formula, charge and spin is 69.3 kcal per mole. For the gap between HOMO and LUMO (spin up / spin down), the calculation gives 7.79 / 8.45 eV.

From a Löwdin analysis of the wavefunction, the atomic charges in e read: number 1, C, carries -0.232; number 2, C, carries -0.232; number 3, C, carries -1.088; number 4, C, carries -0.030; number 5, C, carries -0.203; number 6, N, carries 0.162; number 7, Cl, carries 0.725; number 8, Cl, carries 0.759; number 9, H, carries 0.165; number 10, H, carries 0.083; number 11, H, carries 0.112; number 12, H, carries 0.054; number 13, H, carries 0.032; number 14, H, carries 0.077; number 15, H, carries 0.148; number 16, H, carries 0.155; number 17, H, carries 0.105; number 18, H, carries 0.209